Run one
The following is a quantum chemistry calculation of a structure of composition C3H8N2O2, from the OMol25 dataset.

## Properties
Lowest unoccupied orbital energy (eV): -2.573
Kohn-Sham gap (Ha): 0.22306

XYZ file:
```
15
C3H8N2O2 ωB97M-V/def2-TZVPD
O 3.169 -0.436 -0.438
O -1.484 1.530 -0.717
N 0.234 -0.823 1.260
N -2.741 -0.038 0.485
C -2.088 0.481 -0.672
C 1.175 0.033 0.632
C 1.871 -0.603 -0.579
H -1.643 -0.099 0.433
H -0.006 -0.447 2.188
H 1.929 0.654 1.136
H 0.073 0.411 0.460
H 1.457 -0.225 -1.534
H -2.196 -0.090 -1.611
H 1.530 -1.652 -0.541
H -3.171 -0.932 0.253
```


Run two
The following is a quantum chemistry calculation of a cluster of 2 separate species, C3H8N2O2 in total, from the OMol25 dataset.

## Properties
Lowest unoccupied orbital energy (eV): 0.686
SMILES string: C/N=[NH+]\[O-].C=CO
Kohn-Sham gap (Ha): 0.34818

XYZ file:
```
15
C3H8N2O2 ωB97M-V/def2-TZVPD
O -2.696 0.008 1.204
O 1.125 0.397 1.971
N -1.504 0.057 0.819
N -0.915 -0.068 -0.240
C 1.397 0.681 0.703
C -1.482 -0.519 -1.485
C 2.286 0.127 -0.181
H -0.734 -0.288 -2.277
H 1.757 -0.309 2.144
H -0.917 0.175 1.652
H 2.152 0.410 -1.220
H 0.880 1.552 0.227
H 2.824 -0.809 -0.133
H -1.722 -1.560 -1.391
H -2.451 0.145 -1.792
```


Run three
The following is a quantum chemistry calculation of a cluster of 2 separate species, C3H8N2O2 in total, from the OMol25 dataset.

## Properties
Lowest unoccupied orbital energy (spin up / spin down) (eV): 0.567 / -0.358
Kohn-Sham gap (spin up / spin down) (Ha): 0.32947 / 0.25027

XYZ file:
```
15
C3H8N2O2 ωB97M-V/def2-TZVPD
O -1.739 -1.515 -1.313
O 1.784 0.504 -0.999
N -0.873 -0.582 0.556
N -1.022 -0.798 -0.632
C -1.684 -1.277 1.545
C 0.725 0.640 -1.773
C 1.888 1.312 0.153
H -1.006 -1.716 2.276
H 0.042 1.465 -1.658
H -2.313 -0.542 2.047
H 1.965 0.658 1.022
H 0.721 0.025 -2.651
H 2.797 1.913 0.070
H 1.021 1.964 0.269
H -2.306 -2.049 1.087
```


Energetically preferred structure: run two | next structure: +0.0303 hartree